# C26H29NO4S

One molecule with the formula C26H29NO4S (wB97M-V/def2-TZVPD, the Open Molecules 2025 dataset).

The calculation puts the molecular weight at 451.59 u. Its multiplicity is 1. As for the relative energy (zero: lowest compared OMol25 entry of this formula, charge and spin): 5.6 kJ/mol. The calculation puts the gap between HOMO and LUMO at 8.7 eV. Its SMILES is CCO[C@@H]1OC(C(=O)NCc2ccccc2)=C[C@H](c2csc3ccccc23)[C@H]1CCCO. For the total energy, the calculation gives -47948.478 eV.

XYZ file:
```
61
C26H29NO4S | the Open Molecules 2025 dataset | wB97M-V/def2-TZVPD
C 3.58 1.31 0.52
C 3.60 -0.20 0.72
O 2.31 -0.78 0.86
C 1.63 -1.10 -0.31
O 1.24 0.04 -1.04
C 0.22 0.76 -0.45
C 0.10 2.17 -0.90
O -0.72 2.94 -0.43
N 1.00 2.52 -1.85
C 0.99 3.82 -2.50
C 0.54 3.72 -3.93
C 1.34 4.17 -4.97
C 0.91 4.06 -6.28
C -0.32 3.49 -6.57
C -1.12 3.03 -5.54
C -0.70 3.15 -4.22
C -0.63 0.24 0.44
C -0.62 -1.20 0.85
C -0.52 -1.30 2.35
C 0.58 -1.61 3.07
S 0.33 -1.63 4.78
C -1.34 -1.18 4.56
C -2.28 -0.99 5.56
C -3.57 -0.64 5.19
C -3.90 -0.50 3.84
C -2.96 -0.69 2.85
C -1.66 -1.04 3.20
C 0.43 -1.99 0.05
C -0.19 -2.56 -1.23
C -1.04 -3.80 -0.99
C -0.18 -5.06 -0.83
O 0.61 -5.33 -1.97
H 2.96 1.77 1.29
H 3.17 1.57 -0.45
H 4.59 1.70 0.60
H 4.13 -0.69 -0.12
H 4.11 -0.45 1.65
H 2.30 -1.64 -1.01
H 1.57 1.79 -2.25
H 1.99 4.26 -2.44
H 0.29 4.43 -1.92
H 2.30 4.62 -4.75
H 1.54 4.42 -7.08
H -0.65 3.41 -7.59
H -2.08 2.59 -5.75
H -1.32 2.80 -3.42
H -1.37 0.89 0.86
H -1.61 -1.61 0.59
H 1.56 -1.83 2.70
H -2.01 -1.10 6.60
H -4.32 -0.48 5.95
H -4.91 -0.22 3.57
H -3.24 -0.57 1.81
H 0.82 -2.81 0.66
H -0.79 -1.78 -1.71
H 0.61 -2.83 -1.93
H -1.71 -3.95 -1.84
H -1.65 -3.69 -0.10
H 0.53 -4.94 -0.01
H -0.83 -5.92 -0.60
H 0.03 -5.43 -2.73
```


# C26H30AuN5SSe2

C26H30AuN5SSe2 as an isolated structure (wB97M-V/def2-TZVPD, the Open Molecules 2025 dataset).

The calculation puts the molecular weight at 799.51 u. Its multiplicity is 1. As for the relative energy (zero: lowest compared OMol25 entry of this formula, charge and spin): 200.7 kJ/mol. The calculation puts the gap between HOMO and LUMO at 5.5 eV. As for the net charge: +4. For the total energy, the calculation gives -180079.042 eV.

XYZ file:
```
65
C26H30AuN5SSe2 | the Open Molecules 2025 dataset | wB97M-V/def2-TZVPD
Au 0.23 0.45 0.69
Se -1.48 2.63 2.31
Se -1.63 0.23 2.31
C -2.37 -0.28 0.57
C -3.67 -0.54 0.23
C -3.89 -0.98 -1.08
C -2.83 -1.14 -1.95
C -1.54 -0.84 -1.53
N -1.34 -0.43 -0.28
C 0.43 2.65 2.54
C 0.96 3.62 3.37
C 2.34 3.75 3.46
C 3.16 2.88 2.75
C 2.57 1.91 1.95
N 1.24 1.80 1.84
H -4.48 -0.42 0.94
H -4.90 -1.20 -1.40
H -2.99 -1.47 -2.97
H -0.67 -0.90 -2.18
H 0.30 4.26 3.94
H 2.77 4.51 4.09
H 4.23 2.95 2.80
H 3.17 1.21 1.38
N 1.35 0.76 -0.96
S 2.51 -0.31 -1.46
C 2.32 -0.36 -3.23
C 1.44 0.48 -3.90
C 1.39 0.39 -5.29
C 2.20 -0.51 -5.96
C 3.07 -1.34 -5.26
C 3.13 -1.28 -3.88
C 4.08 0.47 -1.23
C 4.45 1.57 -2.00
C 5.68 2.15 -1.77
C 6.53 1.62 -0.80
C 6.16 0.51 -0.05
C 4.92 -0.08 -0.26
H 1.60 1.73 -1.10
H 0.81 1.19 -3.38
H 0.72 1.04 -5.84
H 2.16 -0.56 -7.04
H 3.70 -2.05 -5.80
H 3.81 -1.92 -3.33
H 3.80 1.94 -2.79
H 6.00 2.99 -2.36
H 7.51 2.06 -0.65
H 6.84 0.09 0.67
H 4.63 -0.97 0.28
N 1.12 -5.21 3.71
C 0.42 -5.22 2.38
C -0.01 -3.81 2.01
N 1.07 -2.81 2.01
C 1.76 -2.84 3.31
C 2.26 -4.22 3.73
H 1.48 -6.15 3.93
H 0.46 -4.99 4.46
H -0.42 -5.90 2.45
H 1.14 -5.62 1.66
H -0.78 -3.47 2.71
H -0.47 -3.85 1.02
H 1.73 -3.06 1.28
H 1.07 -2.46 4.07
H 2.61 -2.17 3.29
H 2.68 -4.21 4.73
H 3.01 -4.60 3.04
```


# C26H30Cl3IN4NdO6S2

C26H30Cl3IN4NdO6S2 as an isolated structure at a distorted geometry (wB97M-V/def2-TZVPD, the Open Molecules 2025 dataset).

The calculation puts the molecular weight at 936.19 u. Its multiplicity is 4. As for the relative energy (zero: lowest compared OMol25 entry of this formula, charge and spin): 433.4 kJ/mol. The calculation puts the gap between HOMO and LUMO (spin up / spin down) at 8.0 / 8.0 eV. As for the net charge: +1. For the total energy, the calculation gives -128304.950 eV. The expectation value of S² is 3.75.

XYZ file:
```
73
C26H30Cl3IN4NdO6S2 | the Open Molecules 2025 dataset | wB97M-V/def2-TZVPD
Nd 0.44 0.93 0.29
C -5.44 0.27 -0.41
N -4.41 1.14 0.08
N -3.13 0.74 0.36
C -2.46 1.74 1.01
O -1.27 1.63 1.44
C -3.37 2.82 1.09
C -4.56 2.40 0.52
C -5.81 3.17 0.36
C -2.64 -0.56 -0.05
C -1.12 -1.44 -1.25
C -1.09 -2.90 -0.98
C -1.84 -3.52 -0.07
C -2.82 -2.91 0.81
C -3.23 -1.64 0.81
H -5.01 -0.59 -0.93
H -6.07 0.81 -1.11
H -6.06 -0.08 0.42
H -3.18 3.78 1.52
H -5.68 4.17 0.78
H -6.64 2.69 0.87
H -6.06 3.27 -0.69
H -0.29 -1.10 -1.89
H -0.48 -3.49 -1.64
H -1.76 -4.59 0.03
H -3.28 -3.58 1.51
H -3.99 -1.32 1.50
Cl -1.13 1.60 -1.88
C -2.33 0.38 -2.54
Cl -1.65 -0.18 -4.08
Cl -3.81 1.26 -2.88
C -2.61 -0.94 -1.66
O -3.49 -1.67 -2.15
O -1.20 -0.64 -0.04
C 1.44 3.24 2.64
S 1.17 4.21 1.11
C -0.34 5.02 1.73
O 0.68 3.20 0.11
H 1.47 3.91 3.49
H 2.40 2.73 2.56
H 0.63 2.51 2.76
H -0.07 5.64 2.58
H -1.05 4.25 2.03
H -0.77 5.65 0.96
I 9.13 1.21 -1.53
C 7.06 1.08 -1.17
C 6.61 1.01 0.14
C 5.25 0.91 0.38
C 4.35 0.87 -0.68
C 4.82 0.93 -1.99
C 6.18 1.04 -2.23
C 2.91 0.88 -0.36
O 2.56 1.23 0.80
O 2.03 0.51 -1.20
H 7.30 1.06 0.96
H 4.87 0.86 1.38
H 4.11 0.90 -2.81
H 6.55 1.13 -3.24
C 1.40 -4.56 1.92
N 1.71 -3.87 0.71
C 2.13 -4.58 -0.49
C 2.41 -3.45 -1.49
N 1.97 -2.27 -0.77
C 1.63 -2.55 0.50
S 1.17 -1.45 1.68
H 0.72 -5.39 1.73
H 0.94 -3.85 2.61
H 2.32 -4.95 2.37
H 1.33 -5.25 -0.82
H 3.01 -5.19 -0.27
H 1.84 -3.57 -2.41
H 3.47 -3.38 -1.74
H 2.15 -1.33 -1.12
```


# C26H30F6MoN7O4S2

C26H30F6MoN7O4S2 as an isolated structure at a distorted geometry (wB97M-V/def2-TZVPD, the Open Molecules 2025 dataset).

The calculation puts the molecular weight at 778.63 u. Its multiplicity is 3. As for the relative energy (zero: lowest compared OMol25 entry of this formula, charge and spin): 24.8 kJ/mol. The calculation puts the gap between HOMO and LUMO (spin up / spin down) at 6.0 / 6.9 eV. As for the net charge: +3. For the total energy, the calculation gives -85875.327 eV. The expectation value of S² is 2.01.

XYZ file:
```
76
C26H30F6MoN7O4S2 | the Open Molecules 2025 dataset | wB97M-V/def2-TZVPD
Mo 0.72 -0.41 -1.71
N 4.74 -1.41 -2.22
C 4.75 -1.92 -0.96
C 3.50 -1.71 -0.46
N 2.71 -1.17 -1.46
C 3.48 -1.03 -2.53
C 2.95 -0.25 -3.61
N 1.83 0.48 -3.38
C 1.48 1.06 -4.60
C 2.47 0.73 -5.51
N 3.34 -0.10 -4.88
H 5.51 -1.61 -2.90
H 5.68 -2.25 -0.49
H 3.06 -1.91 0.54
H 0.62 1.70 -4.62
H 2.46 0.92 -6.58
H 4.10 -0.60 -5.34
C 0.87 3.71 4.20
C 0.71 4.26 2.75
C -0.80 4.49 2.40
C 1.47 5.56 2.50
C 0.96 3.14 1.75
C 1.64 3.32 0.53
C 1.63 2.31 -0.45
N 1.08 1.05 -0.26
C 0.43 0.85 0.93
C 0.39 1.82 1.89
C -0.22 -0.46 1.04
C -1.01 -0.84 2.09
C -1.58 -2.11 2.16
C -1.41 -2.96 1.11
C -0.61 -2.56 0.04
N -0.08 -1.32 -0.03
C -2.33 -2.44 3.37
C -2.58 -3.91 3.63
C -3.78 -1.79 3.09
C -1.67 -1.72 4.59
H 0.55 4.50 4.88
H 1.99 3.63 4.42
H 0.24 2.81 4.37
H -1.25 5.26 3.06
H -1.41 3.61 2.66
H -0.98 4.79 1.37
H 1.23 6.25 3.32
H 1.08 6.02 1.59
H 2.56 5.44 2.49
H 2.04 4.32 0.25
H 2.05 2.44 -1.46
H 0.01 1.61 2.88
H -1.18 -0.16 2.89
H -1.98 -3.90 1.07
H -0.49 -3.12 -0.88
H -3.45 -4.23 3.08
H -2.78 -4.10 4.74
H -1.82 -4.62 3.29
H -4.23 -2.21 2.20
H -3.66 -0.71 2.98
H -4.35 -2.09 3.96
H -0.60 -1.96 4.58
H -2.01 -2.24 5.53
H -1.87 -0.65 4.78
F -4.44 -0.03 -3.74
C -3.72 -0.15 -2.62
F -3.80 -1.34 -2.07
F -3.98 0.78 -1.76
S -2.03 0.16 -3.30
O -1.23 0.10 -2.01
O -2.03 1.42 -3.95
N -1.75 -1.12 -4.19
S -0.45 -1.91 -4.38
O 0.41 -1.57 -5.43
O 0.30 -1.81 -3.00
C -0.82 -3.75 -4.54
F -1.44 -4.05 -3.42
F 0.33 -4.38 -4.67
F -1.56 -3.94 -5.58
```